Record 1
C23H25AlClOS | ωB97M-V/def2-TZVPD

Structure (XYZ):
```
52
Properties=species:S:1:pos:R:3:forces:R:3:lowdin_charge:R:1
C 5.165 -0.954 -0.605 -5.9053 0.7708 7.4960 -0.03
C 4.314 -1.015 0.540 5.5080 1.8644 -6.8981 -0.20
C 3.309 -0.773 1.855 2.0852 0.3205 -0.4753 -0.30
Al 1.447 -1.575 1.452 0.3684 -0.0160 -0.0780 -0.01
S 1.642 -3.074 -0.298 -0.7963 0.7573 -0.9098 0.33
C 0.063 -0.142 0.964 -0.5791 2.7214 -1.7520 -0.24
C 0.777 1.332 1.179 -1.8977 -0.4322 7.1255 -0.65
O 0.832 1.799 2.436 0.3453 -2.0439 -8.0767 -0.15
Cl 1.484 2.261 -0.264 -0.4181 -1.3680 1.8813 0.61
H 5.745 -0.543 -1.563 -1.7005 -1.4589 2.7768 0.02
H 3.265 0.397 2.076 0.3544 -2.4308 -0.7358 0.06
H 3.766 -1.258 2.844 -0.7210 0.8791 -2.3456 0.06
H 0.901 -2.328 2.759 0.0311 -0.0330 -0.0148 -0.09
H 0.969 -2.440 -1.359 0.7131 -0.4827 1.2796 -0.20
H -0.880 -0.297 1.644 1.9870 0.8218 -0.9670 0.07
H -0.319 -0.178 -0.152 0.9219 -0.0266 2.1129 0.06
C -0.076 5.756 -1.735 -0.1060 -0.0619 -0.1872 -0.09
C -0.966 6.628 -2.362 0.0273 -0.1485 -0.0639 -0.10
C -1.667 6.215 -3.495 0.1111 -0.1389 0.0749 -0.11
C -1.484 4.926 -3.996 0.0838 0.0798 0.1597 -0.11
C -0.597 4.053 -3.367 -0.0326 0.1920 0.0423 -0.09
C 0.111 4.468 -2.240 -0.0263 0.1780 -0.1695 -0.12
H 0.473 6.079 -0.855 -0.0776 -0.0734 -0.1146 0.10
H -1.113 7.630 -1.967 0.0196 -0.1383 -0.0589 0.10
H -2.355 6.897 -3.986 0.0745 -0.0866 0.0676 0.09
H -2.034 4.602 -4.875 0.0688 0.0426 0.1141 0.10
H -0.456 3.047 -3.757 -0.0062 0.1474 0.0765 0.10
H 0.806 3.790 -1.753 -0.3411 0.3902 -0.3053 -0.02
C -2.153 2.692 3.376 -0.0383 -0.0004 0.0127 -0.07
C -2.376 3.682 4.333 -0.2247 -0.0585 -0.0908 -0.09
C -3.677 4.088 4.627 0.0140 -0.1487 -0.1288 -0.11
C -4.757 3.496 3.971 0.1673 -0.0340 -0.0246 -0.11
C -4.534 2.503 3.017 0.1176 0.0748 0.0675 -0.11
C -3.232 2.104 2.716 -0.0799 0.1818 0.1847 -0.09
H -1.139 2.378 3.145 -0.1774 0.0434 0.0457 0.07
H -1.535 4.138 4.849 -0.1076 -0.0792 -0.0993 0.10
H -3.851 4.864 5.367 0.0086 -0.0947 -0.0776 0.09
H -5.772 3.809 4.203 0.1220 -0.0375 -0.0317 0.09
H -5.376 2.041 2.507 0.1126 0.0713 0.0690 0.10
H -3.059 1.334 1.970 0.0084 0.0996 0.1009 0.10
C 1.452 -6.386 -1.478 -0.0415 -0.1144 -0.0526 -0.10
C 1.740 -6.646 -2.818 -0.0290 -0.2432 0.1204 -0.09
C 1.821 -7.962 -3.272 -0.0556 0.0176 0.1833 -0.11
C 1.604 -9.019 -2.388 -0.0024 0.1586 0.0283 -0.12
C 1.313 -8.759 -1.050 0.0328 0.1188 -0.0928 -0.11
C 1.241 -7.444 -0.593 0.0437 -0.0932 -0.2763 -0.09
H 1.393 -5.361 -1.124 0.0222 -0.2338 -0.0442 -0.02
H 1.902 -5.822 -3.508 -0.0074 -0.0966 0.1320 0.10
H 2.051 -8.164 -4.315 -0.0323 0.0084 0.1131 0.09
H 1.662 -10.044 -2.744 -0.0030 0.1180 0.0435 0.09
H 1.142 -9.583 -0.361 0.0317 0.0979 -0.0954 0.09
H 1.019 -7.242 0.451 0.0264 0.0182 -0.1419 0.10
```
Positions in Å, forces in eV/Å.

Results
Lowest unoccupied orbital energy, hartree: 0.096
Total charge: -1
Frontier orbital gap, eV: 7.97
Electronic energy, Eh: -2067.3591
HOMO, eV: -5.36

Record 2
C25H23AsN7OS9Sc | ωB97M-V/def2-TZVPD

Structure (XYZ):
```
67
Properties=species:S:1:pos:R:3:forces:R:3:lowdin_charge:R:1
Sc -0.403 2.321 -0.180 -0.3314 0.3583 0.7594 0.30
S -4.428 2.158 2.352 -0.0715 -0.1901 -0.6595 -0.26
As -3.939 1.787 0.273 -0.1496 1.0763 1.0971 -0.48
S -2.790 3.581 -0.417 0.7284 0.1569 -0.4163 -0.01
S -2.160 0.551 0.289 0.5901 -1.2596 -0.4115 0.01
S -5.518 1.308 -1.079 0.3696 -0.0185 0.1737 -0.15
S 2.299 2.293 0.261 -0.6564 -0.8079 0.0433 0.57
C 2.238 3.926 -0.151 0.7019 1.3070 0.1027 -1.21
S 0.898 4.648 -0.949 -1.0067 -0.6720 0.2118 0.53
C 3.313 4.780 0.194 -0.5618 -1.6810 -0.8573 -0.45
C 3.259 6.157 0.138 -0.6943 4.6060 0.8295 -0.31
N 3.199 7.330 0.290 0.2907 -2.8425 -0.7508 0.10
C 4.584 4.285 0.492 2.7190 -0.2717 1.3246 -0.30
N 5.699 4.093 0.802 -1.6872 -0.0683 -0.6575 0.10
S 0.100 -5.057 -0.968 -0.6799 -0.2977 -0.3014 0.97
C 0.483 -3.407 -0.509 -0.2514 2.1963 1.2850 -0.54
C -0.137 -2.798 0.621 -0.6676 -1.4512 -0.7819 -0.08
C 0.259 -1.552 1.058 0.9549 0.1056 -0.8680 -0.18
N 1.322 -0.919 0.525 -0.2438 -0.3580 -0.7307 0.08
C 1.876 -1.444 -0.582 0.1786 -0.1854 0.5871 -0.13
C 1.455 -2.650 -1.168 0.2751 -0.4919 -0.1531 -0.08
C 1.720 -5.638 -0.622 0.7401 -0.1815 0.5215 -0.55
C 2.604 -5.915 -1.653 0.1677 -0.4800 -0.7890 -0.10
C 3.949 -6.123 -1.365 -0.7809 0.1387 0.5933 -0.16
N 4.410 -6.016 -0.135 0.6361 -0.4425 0.5775 0.04
C 3.560 -5.837 0.884 0.1700 0.0776 -0.5942 -0.14
C 2.195 -5.664 0.703 0.5234 0.0507 -0.6875 -0.06
H -0.983 -3.321 1.109 0.6592 0.3932 -0.2704 0.11
H -0.266 -1.032 1.835 -0.0830 0.1386 0.4210 0.06
H 2.786 -0.938 -0.952 -0.7570 -0.0821 0.0380 0.11
H 1.943 -3.077 -2.070 -0.2661 0.5411 0.7256 0.11
H 2.299 -5.994 -2.705 -0.1894 0.2681 0.5713 0.11
H 4.663 -6.378 -2.130 0.1377 0.1067 -0.2618 0.10
H 4.054 -5.806 1.852 -0.3789 0.0521 0.0558 0.10
H 1.556 -5.463 1.545 -0.2458 0.0356 0.0506 0.11
C -1.716 0.459 5.928 0.2392 0.1654 -0.7853 -0.10
C -0.254 0.645 5.439 0.3584 0.0435 -0.2842 -0.24
C -0.233 1.680 4.346 0.0199 -0.0979 0.2489 -0.60
N -0.091 1.380 3.107 -1.0259 0.6436 -0.0609 0.05
N -0.454 2.428 2.278 0.7311 0.2623 0.1163 -0.10
C -0.765 3.525 2.928 -0.2089 0.2396 -1.1786 -0.70
N -1.109 4.653 2.232 -0.3744 0.2466 0.7856 0.08
S -0.679 3.369 4.659 0.0036 -0.6106 -0.6668 1.06
H -1.800 -0.321 6.676 -0.0319 -0.1316 0.1024 0.06
H -2.373 0.249 5.069 0.3098 -0.2488 0.2115 0.08
H -2.131 1.391 6.316 0.2480 0.0374 0.2767 0.05
H 0.191 -0.262 4.976 -0.5475 0.3759 0.3454 0.11
H 0.436 0.939 6.244 -0.3246 -0.0391 0.0241 0.10
H -1.697 4.491 1.372 0.4332 0.0751 0.7783 -0.03
H -1.356 5.470 2.801 0.0310 -0.7252 -0.5928 0.10
C -1.082 3.055 -3.700 -0.5625 -0.9696 -0.0061 -0.23
S -0.156 1.496 -3.489 -0.6185 0.7013 1.7087 1.02
O 0.112 1.411 -1.965 0.0781 0.1258 -1.5186 -0.68
C -1.422 0.294 -3.711 -0.9347 -0.7187 -0.3224 -0.39
C -2.768 0.467 -3.360 0.3274 0.5834 0.3334 -0.07
C -3.662 -0.596 -3.412 0.4584 0.6938 -0.1614 -0.08
C -3.221 -1.827 -3.827 -0.2698 0.1664 0.0242 -0.08
C -1.913 -1.986 -4.202 0.9332 -1.5837 -0.3484 -0.11
C -0.998 -0.967 -4.148 0.7166 1.0462 -0.2208 -0.10
H -1.945 3.134 -3.009 0.4556 -0.2918 -0.2389 0.00
H -1.389 3.119 -4.743 -0.0009 -0.0174 -0.0327 0.06
H -0.391 3.824 -3.449 0.6849 0.6436 0.1523 0.00
H -3.168 1.411 -2.980 0.2566 -0.2258 -0.0605 0.08
H -4.661 -0.377 -3.104 -0.4890 -0.1304 0.2399 0.04
H -3.879 -2.667 -3.870 -0.3850 -0.3721 0.0262 0.10
H -1.572 -2.984 -4.504 -0.0967 0.3890 0.0017 0.11
H 0.045 -1.093 -4.484 -0.5539 -0.1031 0.3247 0.11
```
Positions in Å, forces in eV/Å.

Results
Lowest unoccupied orbital energy, hartree: 0.119
Energy relative to the best compared isomer or geometry (same formula, charge and spin), eV: 0.000
Total charge: -2
Frontier orbital gap, eV: 5.34
Electronic energy, Eh: -8005.4344
HOMO, eV: -2.10

Record 3
C28H23N6O3S5Ti | ωB97M-V/def2-TZVPD

Structure (XYZ):
```
66
Properties=species:S:1:pos:R:3:forces:R:3:lowdin_charge:R:1
Ti -0.207 0.326 0.803 0.0463 0.0274 0.0578 0.74
C 2.769 -0.973 0.287 0.0067 -0.0347 -0.0233 -0.04
O 1.467 -1.122 0.894 0.0984 -0.0127 0.0144 -0.25
C 1.121 -2.420 1.253 0.0149 0.0209 -0.0264 -0.25
C 1.909 -3.532 1.022 -0.0029 0.0013 0.0106 0.01
C 1.439 -4.770 1.440 -0.0017 0.0005 0.0033 -0.05
C 0.210 -4.890 2.073 0.0008 -0.0025 0.0024 -0.05
C -0.569 -3.769 2.298 -0.0339 0.0113 0.0251 0.01
C -0.110 -2.529 1.882 0.0405 -0.0248 -0.0091 -0.22
N -0.817 -1.305 2.027 -0.0170 0.0761 0.0749 -0.07
N -1.824 -1.369 2.787 -0.0103 -0.0057 0.0169 0.15
C -2.524 -0.260 3.126 -0.0060 0.0143 0.0103 -0.13
C -1.989 1.028 2.985 0.0341 0.0012 0.0426 -0.33
O -0.849 1.217 2.355 -0.1145 -0.0524 -0.0255 -0.26
C -2.630 2.137 3.589 -0.0116 -0.0060 -0.0060 0.01
C -3.805 1.957 4.246 -0.0054 -0.0063 0.0131 0.02
C -4.411 0.673 4.381 0.0005 0.0142 -0.0013 -0.16
C -5.637 0.514 5.058 -0.0028 0.0074 0.0004 -0.02
C -6.201 -0.726 5.190 0.0042 -0.0061 -0.0058 -0.06
C -5.556 -1.848 4.645 0.0007 0.0064 0.0021 -0.05
C -4.364 -1.719 3.977 0.0010 -0.0067 0.0019 -0.01
C -3.768 -0.454 3.834 0.0115 -0.0157 -0.0013 -0.09
H 3.525 -1.346 0.977 -0.0017 0.0100 0.0029 0.12
H 2.798 -1.511 -0.658 -0.0015 0.0028 -0.0040 0.09
H 2.913 0.079 0.092 0.0061 0.0169 0.0097 0.05
H 2.864 -3.457 0.526 -0.0022 -0.0078 -0.0033 0.12
H 2.045 -5.648 1.262 -0.0014 0.0006 -0.0014 0.12
H -0.145 -5.861 2.388 0.0039 -0.0016 -0.0017 0.11
H -1.531 -3.839 2.783 0.0020 -0.0009 -0.0017 0.11
H -2.175 3.112 3.482 0.0030 -0.0003 -0.0004 0.13
H -4.310 2.809 4.683 -0.0011 -0.0016 -0.0016 0.13
H -6.123 1.389 5.471 -0.0017 -0.0019 0.0007 0.12
H -7.142 -0.845 5.709 0.0005 0.0019 0.0004 0.11
H -6.007 -2.826 4.749 0.0000 0.0011 0.0001 0.11
H -3.880 -2.585 3.549 -0.0027 0.0017 0.0016 0.10
C 1.777 3.412 -1.798 -0.0285 0.0684 0.0904 0.00
C 1.547 2.385 -0.746 -0.0036 -0.1043 -0.1962 -0.25
N 0.918 1.279 -0.953 -0.0031 0.1700 0.0401 -0.03
N 0.609 1.024 -2.288 0.1872 -0.0597 -0.0680 -0.01
C 1.569 0.471 -3.128 -0.1202 0.1271 0.0306 -0.87
N 1.020 -0.092 -4.214 0.0356 -0.0413 0.0231 0.12
S 3.208 0.544 -2.883 -0.0111 -0.0270 0.0368 0.68
C 1.982 2.574 0.654 -0.0256 -0.1510 0.0337 -0.19
C 2.869 3.555 1.053 0.0774 0.0271 0.0346 0.03
C 3.291 3.575 2.377 -0.0066 -0.0203 0.0214 -0.01
C 2.806 2.624 3.254 -0.0226 -0.0181 -0.0425 -0.01
C 1.895 1.690 2.782 0.0007 0.0176 0.0366 -0.08
N 1.499 1.661 1.514 0.0091 0.0536 -0.1153 0.03
H 0.822 3.593 -2.295 0.0338 -0.0272 -0.0512 0.11
H 2.484 3.052 -2.543 0.0143 -0.0144 -0.0027 0.05
H 2.141 4.346 -1.384 -0.0266 0.0112 0.0360 0.08
H -0.302 0.583 -2.358 -0.0289 0.0679 0.0600 0.05
H 0.026 -0.243 -4.308 0.0062 0.0238 -0.0211 0.07
H 1.640 -0.493 -4.896 -0.0082 -0.0023 0.0004 0.10
H 3.250 4.280 0.351 -0.0145 -0.0144 -0.0268 0.12
H 3.995 4.326 2.709 -0.0010 -0.0024 0.0067 0.13
H 3.113 2.600 4.290 -0.0018 0.0007 0.0002 0.12
H 1.459 0.949 3.439 0.0009 0.0007 0.0031 0.13
O -4.150 0.359 -4.908 0.0076 0.0180 0.0257 -0.01
C -3.550 0.308 -3.881 0.0092 -0.0258 -0.0725 -0.97
S -2.522 -1.092 -3.420 -0.0324 -0.0184 0.0355 0.99
C -2.041 -0.450 -1.867 0.0000 0.0539 0.0687 -1.14
C -2.496 0.774 -1.532 0.0011 -0.0563 -0.0841 -1.10
S -2.065 1.480 -0.010 -0.0558 0.0240 -0.0229 0.77
S -3.547 1.601 -2.658 -0.0144 0.0047 0.0475 1.00
S -0.965 -1.329 -0.830 -0.0352 -0.1142 -0.1064 0.75
```
Positions in Å, forces in eV/Å.

Results
Lowest unoccupied orbital energy, hartree: -0.146
Energy relative to the best compared isomer or geometry (same formula, charge and spin), eV: 0.203
Total charge: +1
Frontier orbital gap, eV: 6.32
Electronic energy, Eh: -4475.3914
HOMO, eV: -10.28

Record 4
C6H6 | ωB97M-V/def2-TZVPD

Structure (XYZ):
```
12
Properties=species:S:1:pos:R:3:forces:R:3:lowdin_charge:R:1
C -1.322 -2.697 -1.131 -0.2501 -0.9339 -0.3562 -0.05
C -0.777 2.103 -1.179 0.8180 -2.4647 2.2295 0.16
C -1.093 -1.758 -0.435 0.2154 1.2058 0.5374 0.07
C -0.424 1.230 -0.383 -0.0607 1.3946 0.1375 -0.15
C 1.385 0.385 1.079 0.5542 3.6492 -0.5558 -0.10
C -0.015 0.581 0.756 0.0830 0.9344 -1.4666 -0.19
H -1.572 -3.644 -1.515 -0.0756 -0.4197 -0.3863 0.00
H -0.827 2.643 -2.026 -0.5250 1.5870 -2.3121 -0.01
H 1.985 1.345 1.144 -0.6658 -0.7939 -0.8537 0.12
H 1.839 -0.296 0.463 1.3261 -1.4296 -2.1411 0.06
H 1.599 0.023 1.987 -0.0847 -1.6240 3.7467 0.03
H -0.778 0.086 1.240 -1.3348 -1.1051 1.4206 0.06
```
Positions in Å, forces in eV/Å.

Results
Spin multiplicity: 3
Lowest unoccupied orbital energy (spin up / spin down), hartree: 0.040 / -0.102
Energy relative to the best compared isomer or geometry (same formula, charge and spin), eV: 3.336
Frontier orbital gap (spin up / spin down), eV: 8.95 / 7.40
Electronic energy, Eh: -231.8711
HOMO (spin up / spin down), eV: -7.86 / -10.19
Expectation value of S²: 2.05

Record 5
C7H15N | ωB97M-V/def2-TZVPD

Structure (XYZ):
```
23
Properties=species:S:1:pos:R:3:forces:R:3:lowdin_charge:R:1
C -2.128 -2.279 -1.156 0.8758 -0.4197 0.5339 -0.09
C -1.243 -1.059 -0.960 -2.5117 1.8886 -1.7682 -0.15
C -1.031 -0.389 0.223 3.1988 -1.8128 -2.5800 -0.23
C -0.161 -1.582 0.769 -0.3900 -0.8944 3.7674 -0.12
C -0.413 0.996 0.169 0.5595 -0.2746 0.3197 -0.15
C 1.157 1.121 0.363 -1.7749 3.5757 5.2515 -0.58
C 1.458 2.510 1.021 -0.1853 -0.2173 -0.4961 -0.06
N 1.798 0.998 -0.873 -2.8422 -3.2079 1.0351 0.01
H -2.719 -2.246 -2.071 0.1769 0.4984 -0.0557 0.07
H -2.830 -2.288 -0.324 0.0983 -0.5260 0.0632 0.08
H -1.554 -3.215 -1.249 -0.1774 0.0795 0.3308 0.08
H -1.004 -0.612 -1.940 -0.3045 0.5075 0.3439 0.12
H -0.879 -2.307 1.165 0.2585 -0.2733 -0.0702 0.07
H 0.482 -1.390 1.655 -0.6373 0.5328 -0.1808 0.08
H 0.549 -2.151 0.157 -0.2550 0.4220 -0.7090 0.08
H -0.978 1.637 0.847 0.2869 0.0630 0.2504 0.10
H -0.460 1.444 -0.824 -0.7023 -0.0741 -0.1804 0.11
H 1.610 0.467 1.151 -0.7396 -0.2987 -0.4374 0.12
H 0.811 3.292 0.615 0.2289 0.0380 -0.3643 0.07
H 1.357 2.613 2.111 0.1112 -0.5290 -0.2699 0.08
H 2.499 2.635 0.718 0.1002 0.7212 0.4097 0.07
H 1.315 -0.013 -0.569 3.5092 1.2991 -4.1644 0.18
H 2.364 1.817 -0.998 1.1161 -1.0980 -1.0289 0.07
```
Positions in Å, forces in eV/Å.

Results
Lowest unoccupied orbital energy, hartree: 0.024
Energy relative to the best compared isomer or geometry (same formula, charge and spin), eV: 6.967
Frontier orbital gap, eV: 8.61
Electronic energy, Eh: -330.2119
HOMO, eV: -7.95
Structure (SMILES): C/C=C(\C)C[C@H](C)N

Record 6
CHBrNO2 | ωB97M-V/def2-TZVPD

Structure (XYZ):
```
6
Properties=species:S:1:pos:R:3:forces:R:3:lowdin_charge:R:1
O -1.956 0.593 0.449 -0.4690 0.9645 -0.0697 -0.04
C -1.392 -0.264 1.100 1.8038 -0.8091 -1.8554 -0.84
O -1.659 -1.120 1.899 -0.3147 -0.5396 1.2838 -0.03
N 0.119 -0.339 0.554 -0.3088 -1.0507 2.2098 -0.45
Br 1.504 -1.577 0.968 -0.7498 0.1947 0.1537 0.42
H 0.473 0.104 -0.230 0.0385 1.2402 -1.7222 -0.06
```
Positions in Å, forces in eV/Å.

Results
Lowest unoccupied orbital energy, hartree: 0.131
Energy relative to the best compared isomer or geometry (same formula, charge and spin), eV: 0.370
Total charge: -1
Frontier orbital gap, eV: 7.72
Electronic energy, Eh: -2817.9971
HOMO, eV: -4.14
Structure (SMILES): O=C([O-])NBr